[1]
38
Properties=species:S:1:pos:R:3 method="wB97M-V/def2-TZVPD" charge=+1 lumo_energy_ev=-3.4
Au 0.20 -0.22 1.13
N -1.20 2.25 4.19
C -0.54 1.44 3.37
O -0.91 1.31 2.18
C 0.68 0.71 3.84
C 0.86 -0.57 3.03
H -2.00 2.76 3.84
H -0.92 2.36 5.15
H 0.64 0.52 4.92
H 1.51 1.39 3.66
H 0.27 -1.39 3.44
H 1.91 -0.86 3.03
C 2.62 -3.70 0.35
C 2.64 -3.70 -1.03
C 1.95 -2.72 -1.73
C 1.25 -1.73 -1.05
C 1.26 -1.72 0.35
C 1.93 -2.71 1.04
C 0.44 -0.71 -1.74
C 0.41 -0.58 -3.14
C -0.39 0.36 -3.71
C -1.21 1.17 -2.91
C -2.08 2.14 -3.46
C -2.87 2.90 -2.64
C -2.82 2.71 -1.25
C -1.98 1.79 -0.69
C -1.14 1.00 -1.51
N -0.30 0.07 -0.95
H 3.14 -4.47 0.90
H 3.18 -4.47 -1.57
H 1.95 -2.76 -2.81
H 1.93 -2.74 2.12
H 1.04 -1.21 -3.75
H -0.42 0.48 -4.79
H -2.11 2.26 -4.53
H -3.54 3.64 -3.07
H -3.45 3.31 -0.61
H -1.95 1.66 0.38

[2]
45
Properties=species:S:1:pos:R:3 method="wB97M-V/def2-TZVPD" charge=-1 spin_multiplicity=5 lumo_energy_ev="2.4 / 2.3"
Cr 1.32 1.06 0.99
N 0.72 -1.93 4.22
C 0.74 -1.09 3.15
S 1.90 0.19 3.17
N -0.14 -1.37 2.21
N -0.05 -0.53 1.14
C -0.79 -0.77 0.13
C -1.71 -1.93 0.04
C -1.26 -3.11 -0.55
C -2.12 -4.20 -0.65
C -3.42 -4.12 -0.17
C -3.86 -2.94 0.43
C -3.01 -1.85 0.53
C -0.64 0.13 -1.03
C -1.35 -0.06 -2.20
C -1.10 0.78 -3.28
C -0.16 1.78 -3.15
C 0.51 1.91 -1.94
N 0.26 1.13 -0.90
H 1.21 -1.65 5.05
H -0.05 -2.57 4.29
H -0.25 -3.15 -0.92
H -1.77 -5.11 -1.11
H -4.08 -4.97 -0.25
H -4.87 -2.88 0.81
H -3.35 -0.94 1.00
H -2.06 -0.87 -2.27
H -1.64 0.64 -4.21
H 0.08 2.44 -3.97
H 1.27 2.66 -1.78
C 2.43 3.07 1.33
C 1.13 3.35 1.85
C 0.48 4.20 0.93
C 1.37 4.47 -0.13
C 2.56 3.78 0.11
H 3.25 2.63 1.88
H 0.75 3.06 2.82
H -0.53 4.57 1.02
H 1.15 5.07 -1.00
H 3.44 3.77 -0.52
F 3.91 -1.67 -1.56
B 2.74 -0.95 -1.43
F 1.66 -1.81 -1.10
F 2.43 -0.25 -2.60
F 2.89 0.01 -0.36

[3]
51
Properties=species:S:1:pos:R:3 method="wB97M-V/def2-TZVPD" charge=-1 lumo_energy_ev=2.0
Li -0.91 0.22 0.10
O 2.17 2.14 1.76
C 2.08 1.28 2.58
O 2.74 1.19 3.72
B 2.43 -0.08 4.36
O 1.42 -0.73 3.49
C 1.16 0.04 2.45
O 0.40 -0.16 1.56
O 1.88 0.14 5.72
C 2.74 -0.33 6.60
O 2.62 -0.31 7.79
C 3.89 -0.98 5.84
O 3.64 -0.91 4.56
O 4.85 -1.46 6.38
C -2.21 2.49 -0.38
O -1.70 1.52 -1.35
O -2.02 1.96 0.82
C -1.51 3.85 -0.60
F -0.18 3.74 -0.53
F -1.80 4.40 -1.82
F -1.89 4.76 0.31
C -2.23 1.58 -2.66
C -1.44 0.67 -3.59
H -1.67 -0.37 -3.35
H -1.78 0.85 -4.61
H -0.38 0.91 -3.59
H -2.14 2.60 -3.02
H -3.28 1.25 -2.72
H -3.29 2.57 -0.57
N -1.91 -1.50 -0.12
C -3.06 -1.56 -0.81
C -3.55 -2.74 -1.35
C -2.89 -3.93 -1.05
C -1.78 -3.90 -0.22
C -1.37 -2.66 0.25
H -3.51 -0.61 -1.03
H -4.40 -2.76 -2.02
H -3.27 -4.90 -1.34
H -1.26 -4.82 0.00
H -0.58 -2.65 1.00
N 0.83 0.09 -1.18
C 1.74 1.06 -1.26
C 2.92 1.00 -1.98
C 3.16 -0.19 -2.63
C 2.22 -1.22 -2.64
C 1.09 -1.04 -1.84
H 1.49 1.99 -0.76
H 3.66 1.79 -2.05
H 4.05 -0.33 -3.24
H 2.47 -2.10 -3.21
H 0.35 -1.83 -1.79

[4]
48
Properties=species:S:1:pos:R:3 method="wB97M-V/def2-TZVPD" charge=0 lumo_energy_ev="-1.0 / -1.1"
Ni -0.08 -0.46 -0.62
C 1.48 0.65 -2.19
C 2.68 0.47 -1.49
C 3.28 -0.77 -1.46
C 2.70 -1.85 -2.13
C 1.52 -1.68 -2.82
C 0.88 -0.43 -2.84
H 1.06 1.64 -2.29
H 3.15 1.32 -1.01
H 4.21 -0.91 -0.93
H 3.17 -2.82 -2.11
H 1.08 -2.51 -3.36
H 0.02 -0.27 -3.47
S -1.16 -0.74 1.46
C -2.67 -0.71 0.65
N -3.15 0.29 -0.08
C -4.44 -0.03 -0.68
C -4.78 -1.40 -0.04
N -3.56 -1.70 0.71
H -2.55 1.07 -0.33
H -4.36 -0.09 -1.77
H -5.18 0.73 -0.43
H -4.96 -2.17 -0.79
H -5.64 -1.34 0.62
H -3.33 -2.59 1.11
F -2.04 -1.69 -2.01
C -1.67 -2.99 -1.82
F -2.81 -3.69 -1.71
F -1.06 -3.38 -2.95
C -0.74 -3.18 -0.59
O -0.95 -4.16 0.09
O 0.18 -2.30 -0.44
O -0.14 3.46 -0.56
C 0.09 2.38 -0.05
O -0.54 1.30 -0.43
C 1.05 2.31 1.12
C 1.66 1.14 1.57
C 2.49 1.16 2.67
C 2.70 2.36 3.32
C 2.13 3.55 2.89
C 1.31 3.51 1.78
N 3.56 2.39 4.53
O 3.67 3.44 5.12
O 4.10 1.35 4.85
H 1.50 0.20 1.07
H 2.97 0.26 3.04
H 2.33 4.46 3.42
H 0.85 4.41 1.40

[5]
45
Properties=species:S:1:pos:R:3 method="wB97M-V/def2-TZVPD" smiles="CC(=O)SCC(=O)c1ccc(N(C)S(=O)(=O)c2ccc(OC(F)(F)F)cc2)cc1" charge=0 lumo_energy_ev=-0.3
C 4.36 2.38 -2.96
C 3.39 1.27 -2.79
O 3.82 0.21 -2.35
S 1.78 1.47 -3.37
C 1.50 -0.08 -4.38
C 0.09 -0.55 -4.14
O -0.60 -0.59 -5.16
C -0.50 -1.00 -2.83
C 0.25 -1.14 -1.69
C -0.31 -1.57 -0.49
C -1.67 -1.81 -0.38
N -2.16 -2.25 0.81
C -1.70 -3.44 1.48
S -3.18 -1.16 1.70
O -4.17 -0.59 0.75
O -3.75 -1.86 2.87
C -2.05 0.16 2.35
C -1.50 1.12 1.48
C -0.56 2.06 1.96
C -0.22 2.05 3.35
O 0.73 2.91 3.84
C 2.09 2.38 3.71
F 2.93 2.91 4.66
F 2.49 2.72 2.49
F 2.17 1.01 3.87
C -0.81 1.11 4.20
C -1.73 0.17 3.71
C -2.48 -1.65 -1.51
C -1.91 -1.22 -2.72
H 5.39 2.06 -2.87
H 4.21 3.12 -2.19
H 4.17 2.82 -3.98
H 1.68 0.12 -5.44
H 2.20 -0.82 -4.01
H 1.33 -0.93 -1.71
H 0.27 -1.64 0.40
H -1.30 -3.20 2.46
H -0.97 -3.97 0.87
H -2.59 -4.10 1.61
H -1.76 1.11 0.42
H -0.08 2.77 1.31
H -0.58 1.11 5.25
H -2.16 -0.51 4.44
H -3.55 -1.87 -1.44
H -2.57 -1.11 -3.59

[6]
46
Properties=species:S:1:pos:R:3 method="wB97M-V/def2-TZVPD" charge=-1 lumo_energy_ev=2.9
Pt 0.24 0.98 0.56
O 0.29 -3.39 -0.63
C -1.00 -3.47 -0.99
C -1.45 -4.71 -1.47
C -2.77 -4.88 -1.83
C -3.67 -3.82 -1.73
C -3.22 -2.60 -1.27
C -1.89 -2.40 -0.89
C -1.44 -1.07 -0.41
O -0.19 -0.95 -0.07
N -2.34 -0.12 -0.34
N -1.75 1.03 0.15
C -2.41 2.12 0.05
C -1.95 3.42 0.49
C -2.77 4.52 0.21
C -2.43 5.80 0.58
C -1.23 6.00 1.26
C -0.40 4.94 1.56
C -0.73 3.62 1.19
O 0.06 2.66 1.59
H 0.46 -2.46 -0.32
H -0.73 -5.51 -1.54
H -3.10 -5.84 -2.20
H -4.70 -3.95 -2.02
H -3.90 -1.76 -1.18
H -3.39 2.06 -0.41
H -3.70 4.34 -0.32
H -3.08 6.63 0.35
H -0.94 7.00 1.56
H 0.53 5.09 2.10
C 4.58 -3.32 0.10
C 3.07 -3.21 -0.04
O 2.58 -1.96 0.42
H 4.93 -4.30 -0.23
H 4.88 -3.17 1.14
H 5.08 -2.56 -0.51
H 2.58 -3.97 0.57
H 2.77 -3.39 -1.08
H 3.12 -1.25 0.04
F 2.90 0.66 -0.45
C 2.26 1.13 0.71
F 2.87 0.44 1.74
C 2.85 2.55 0.85
F 4.18 2.56 0.61
F 2.69 3.04 2.09
F 2.29 3.41 -0.02

Listing energy relative to the best compared isomer or geometry (same formula, charge and spin) for the structures above in their given order: 0.0 0.0 0.2 15.0 0.0 70.1 kJ/mol.
Listing energy for the structures above in their given order: -27640.900 -75698.972 -51424.649 -95710.600 -60474.519 -46932.933 eV.